[1]
# C11H8BrNO4V

A structure of composition C11H8BrNO4V at a distorted geometry (wB97M-V/def2-TZVPD, the Open Molecules 2025 dataset).

Structure (XYZ):
```
26
C11H8BrNO4V wB97M-V/def2-TZVPD
V 1.384 0.497 0.093
C 2.194 -1.266 -0.004
O 2.638 -2.339 0.042
C 3.158 1.306 0.120
O 4.217 1.783 0.121
C 1.226 0.326 2.045
O 1.284 0.266 3.201
C 1.098 0.875 -1.814
O 0.960 1.129 -2.937
C -0.225 2.089 0.471
H -0.906 2.135 -0.383
H -0.716 1.970 1.440
C 1.054 2.700 0.406
H 1.546 3.018 1.331
H 1.362 3.241 -0.493
Br -4.167 -1.217 1.694
C -2.685 -1.413 0.518
C -2.773 -2.270 -0.579
C -1.674 -2.349 -1.432
C -0.541 -1.573 -1.174
N -0.471 -0.749 -0.115
C -1.511 -0.677 0.748
H -3.674 -2.846 -0.752
H -1.671 -2.994 -2.307
H 0.323 -1.627 -1.845
H -1.428 -0.014 1.604
```

Calculated values
**Expectation value of S²**: 2.026
**Max |F|**: 8.56 eV/Å
**Multiplicity**: 3
**Frontier orbital gap (spin up / spin down)**: 6.91 / 4.93 eV
**E_tot**: -116910.9327 eV
**Net charge**: +3
**HOMO (spin up / spin down)**: -21.188 / -20.705 eV



[2]
# C3H3FOS2

The molecule C3H3FOS2 at a distorted geometry (wB97M-V/def2-TZVPD, the Open Molecules 2025 dataset).

Structure (XYZ):
```
10
C3H3FOS2 wB97M-V/def2-TZVPD
O 0.875 -1.408 -0.512
C 1.047 -0.261 -0.098
S 2.531 0.356 0.479
C -0.232 0.672 0.107
S -0.156 2.267 0.065
C -1.570 -0.034 -0.092
F -1.681 -0.985 0.914
H 3.158 -0.799 0.134
H -1.683 -0.582 -1.004
H -2.290 0.774 0.008
```

Calculated values
**Max |F|**: 3.39 eV/Å
**Energy above the lowest of the compared OMol25 structures with the same formula, charge and spin**: 26.0 kcal/mol
**Frontier orbital gap**: 7.89 eV
**E_tot**: -29593.6977 eV
**HOMO**: -9.430 eV
**Structure (SMILES)**: O=C(S)C(=S)CF



[3]
# C56H66CuGe2O4S4

A structure of composition C56H66CuGe2O4S4 (wB97M-V/def2-TZVPD, the Open Molecules 2025 dataset).

Structure (XYZ):
```
133
C56H66CuGe2O4S4 wB97M-V/def2-TZVPD
Cu -0.839 0.016 -2.744
C -3.208 -2.057 -3.070
C -3.456 -1.043 -4.175
O -2.950 0.177 -3.680
C -3.205 1.347 -4.438
C -2.357 1.382 -5.700
O -1.043 1.026 -5.329
C -0.346 0.205 -6.238
C 0.709 -0.525 -5.437
O 0.130 -1.231 -4.348
C -0.455 -2.484 -4.648
C -1.001 -3.026 -3.341
O -1.844 -2.100 -2.673
H -3.552 -3.050 -3.374
H -3.757 -1.734 -2.186
H -4.532 -0.962 -4.369
H -2.960 -1.331 -5.107
H -2.941 2.172 -3.777
H -4.267 1.412 -4.694
H -2.382 2.386 -6.136
H -2.744 0.680 -6.448
H 0.125 0.791 -7.035
H -1.035 -0.509 -6.709
H 1.392 0.194 -4.983
H 1.273 -1.209 -6.078
H 0.308 -3.170 -5.034
H -1.241 -2.391 -5.405
H -0.173 -3.208 -2.654
H -1.530 -3.967 -3.525
C -0.276 -5.946 -2.038
C 0.701 -4.929 -1.507
C 0.836 -4.707 -0.144
C 1.749 -3.789 0.362
C 1.928 -3.643 1.851
C 2.525 -3.040 -0.534
C 2.406 -3.250 -1.912
C 3.230 -2.482 -2.913
C 1.499 -4.197 -2.374
C 3.587 -2.143 0.014
C 4.863 -2.682 0.145
C 5.891 -1.931 0.683
C 5.637 -0.641 1.114
C 4.366 -0.077 1.005
C 3.328 -0.833 0.431
Ge 1.544 -0.089 -0.019
S 1.425 0.203 -2.180
S 0.906 1.808 1.015
Ge -1.113 0.840 0.782
S -1.983 1.231 -1.186
S -0.253 -1.262 0.712
C -2.341 1.315 2.268
C -2.766 0.381 3.221
C -3.587 0.796 4.271
C -3.990 2.113 4.388
C -3.575 3.036 3.444
C -2.756 2.654 2.387
C -2.366 3.705 1.400
C -1.240 4.499 1.608
C -0.404 4.398 2.858
C -0.900 5.450 0.647
C -1.671 5.649 -0.483
C -1.265 6.640 -1.542
C -2.838 4.903 -0.629
C -3.200 3.937 0.294
C -4.472 3.151 0.116
C -2.424 -1.071 3.202
C -3.087 -1.947 2.343
C -4.074 -1.451 1.316
C -2.808 -3.310 2.421
C -1.889 -3.813 3.327
C -1.632 -5.292 3.446
C -1.212 -2.916 4.148
C -1.462 -1.555 4.098
C -0.682 -0.608 4.973
C 4.237 1.307 1.556
C 4.541 2.417 0.772
C 4.865 2.296 -0.696
C 4.532 3.682 1.360
C 4.243 3.860 2.700
C 4.265 5.228 3.330
C 3.927 2.737 3.463
C 3.911 1.467 2.913
C 3.513 0.281 3.747
H -0.697 -6.543 -1.230
H 0.210 -6.620 -2.745
H -1.103 -5.460 -2.562
H 0.231 -5.282 0.547
H 1.280 -4.337 2.384
H 1.677 -2.634 2.179
H 2.964 -3.837 2.138
H 4.080 -1.988 -2.447
H 2.618 -1.702 -3.373
H 3.598 -3.146 -3.697
H 1.424 -4.375 -3.445
H 5.037 -3.700 -0.185
H 6.885 -2.352 0.775
H 6.429 -0.046 1.553
H -3.917 0.059 4.994
H -4.628 2.417 5.208
H -3.880 4.073 3.522
H -0.763 3.619 3.529
H -0.428 5.351 3.393
H 0.632 4.176 2.608
H -0.004 6.045 0.795
H -0.424 7.247 -1.210
H -2.092 7.305 -1.798
H -0.965 6.117 -2.453
H -3.473 5.072 -1.494
H -4.968 3.430 -0.814
H -5.161 3.328 0.945
H -4.263 2.080 0.082
H -4.545 -0.518 1.622
H -4.852 -2.195 1.140
H -3.563 -1.264 0.365
H -3.331 -3.991 1.757
H -2.159 -5.847 2.670
H -1.967 -5.663 4.416
H -0.567 -5.512 3.367
H -0.467 -3.292 4.843
H 0.135 -1.131 5.469
H -1.317 -0.161 5.740
H -0.263 0.209 4.380
H 4.746 1.277 -1.057
H 5.893 2.610 -0.890
H 4.203 2.939 -1.279
H 4.763 4.546 0.744
H 4.531 5.992 2.601
H 4.992 5.266 4.144
H 3.291 5.480 3.750
H 3.671 2.863 4.511
H 3.412 0.561 4.796
H 4.240 -0.529 3.666
H 2.548 -0.109 3.406
```

Calculated values
**Expectation value of S²**: 0.756
**Max |F|**: 0.89 eV/Å
**Multiplicity**: 2
**Energy above the lowest of the compared OMol25 structures with the same formula, charge and spin**: 1.2 kcal/mol
**Frontier orbital gap (spin up / spin down)**: 7.66 / 6.47 eV
**E_tot**: -268351.3733 eV
**HOMO (spin up / spin down)**: -7.426 / -7.372 eV



[4]
# H22O19S2Zn3

A structure of composition H22O19S2Zn3 at a distorted geometry (wB97M-V/def2-TZVPD, the Open Molecules 2025 dataset).

Structure (XYZ):
```
46
H22O19S2Zn3 wB97M-V/def2-TZVPD
Zn 2.271 -0.538 -1.368
Zn -2.972 1.985 -1.812
Zn -1.129 -2.139 1.485
S -0.421 0.625 -0.086
O -1.504 1.380 -0.714
O -0.944 -0.488 0.697
O 0.384 0.026 -1.108
O 0.352 1.409 0.831
S 1.117 -3.545 -0.332
O 0.287 -3.014 0.726
O 2.113 -4.423 0.210
O 0.303 -4.172 -1.335
O 1.811 -2.401 -0.928
O -1.087 -2.147 -2.366
H -0.675 -2.899 -1.941
H -0.613 -1.389 -2.024
O 2.027 -0.567 -3.489
H 1.338 -0.986 -4.005
H 2.059 0.331 -3.818
O -2.685 -1.261 2.443
H -3.005 -0.398 2.177
H -3.201 -1.479 3.219
O -2.247 0.281 -3.070
H -2.028 0.394 -3.995
H -1.779 -0.511 -2.807
O 0.107 -1.612 3.132
H 0.355 -0.814 3.599
H 0.397 -2.324 3.701
O -4.213 0.786 -0.728
H -4.383 1.015 0.185
H -4.390 -0.154 -0.777
O 1.253 3.978 -0.002
H 1.089 3.036 0.042
H 1.039 4.301 0.873
O 2.841 1.470 -1.614
H 3.419 2.028 -1.094
H 2.626 1.997 -2.383
O -0.664 1.455 3.183
H -1.268 2.170 2.979
H -0.178 1.313 2.371
O 2.553 -0.112 0.573
H 3.030 -0.520 1.296
H 1.709 0.134 0.951
O 1.979 2.486 2.526
H 1.364 1.949 2.026
H 1.563 3.346 2.575
```

Calculated values
**Max |F|**: 5.87 eV/Å
**Energy above the lowest of the compared OMol25 structures with the same formula, charge and spin**: 0.0 kcal/mol
**Frontier orbital gap**: 2.96 eV
**E_tot**: -206169.7877 eV
**Net charge**: +2
**HOMO**: -13.402 eV